Record 1
Molecular formula: C2HO4P
Method: DFT, ωB97M-V with the def2-TZVPD basis set

Calculated values
calculated total energy = -719.08921 hartree
energy relative to the best compared isomer or geometry (same formula, charge and spin) = 13.7 kcal per mole
E_HOMO = -10.10 eV
F_max = 3.5 eV/A
Kohn-Sham gap = 9.021 eV
charge = 0
LUMO energy = -1.1 eV

Geometry as XYZ:
```
8
Properties=species:S:1:pos:R:3:forces:R:3
C 0.20825 -2.51128 0.15832 -0.7 -1.0 -0.1
C -0.21558 2.34016 -0.10616 1.1 3.2 -0.2
O -0.57664 -3.24847 0.55090 -0.8 -0.5 0.7
O 0.15557 3.42006 -0.27782 -0.9 -0.7 0.3
O 1.01973 -1.84994 -0.30593 1.5 1.3 -0.5
O -1.34206 -0.09991 0.09042 -0.8 -1.0 1.1
P -0.24201 0.63769 -0.51410 1.5 -0.3 -1.1
H 0.99275 1.31168 0.40437 -1.0 -1.0 -0.1
```
Positions in Å, forces in eV/Å.

Results of the natural (NBO) charge analysis, in e, for atoms 1 through 4: atom 1 (C): 1.0433, atom 2 (C): 0.2895, atom 3 (O): -0.4924, atom 4 (O): -0.3986

***

Record 2
Molecular formula: C4H8N2OS
Method: DFT, ωB97M-V with the def2-TZVPD basis set

Calculated values
calculated total energy = -740.02879 hartree
energy relative to the best compared isomer or geometry (same formula, charge and spin) = 83.6 kcal per mole
E_HOMO = -9.09 eV
F_max = 5.9 eV/A
Kohn-Sham gap = 9.325 eV
charge = 0
LUMO energy = 0.2 eV

Geometry as XYZ:
```
16
Properties=species:S:1:pos:R:3:forces:R:3
C -2.81739 -1.37869 0.69405 -2.6 1.6 -1.3
C -0.71922 -0.26158 0.90755 -3.9 -1.3 -4.3
C 0.92207 0.17811 -0.91151 -2.9 -3.1 -0.4
C 2.34279 0.69852 -1.03370 0.8 -4.4 -3.5
H -3.70681 -1.47196 -0.25178 2.4 0.7 3.0
H -3.29819 -0.65738 1.71930 1.5 -2.4 -3.1
H -2.65972 -2.44809 0.89524 0.0 0.5 0.6
H -0.90484 0.01153 1.92650 -0.3 -0.3 0.7
H 1.01983 1.08853 0.92487 -2.2 -2.9 -0.9
H 2.91470 -0.17775 -0.50899 -0.9 1.1 -1.4
H 2.48549 0.53904 -2.23467 0.2 0.7 2.9
H 2.09706 2.96720 -0.51831 1.7 -1.0 0.3
N -1.59516 -0.83177 0.02771 1.7 1.2 4.8
N 0.43049 0.26382 0.41671 3.8 3.5 -0.4
O 0.34112 -0.53048 -1.78642 2.7 3.1 2.6
S 3.14778 2.01095 -0.26654 -1.9 3.0 0.4
```
Positions in Å, forces in eV/Å.

Results of the natural (NBO) charge analysis, in e, for atoms 1 through 4: atom 1 (C): -0.4442, atom 2 (C): 0.2339, atom 3 (C): 0.6540, atom 4 (C): -0.7152

***

Record 3
Molecular formula: C18H54CrHgO13S
Method: DFT, ωB97M-V with the def2-TZVPD basis set

Calculated values
calculated total energy = -3291.66604 hartree
2S+1 = 5
E_HOMO (spin up / spin down) = -13.77 / -14.05 eV
F_max = 8.1 eV/A
Kohn-Sham gap (spin up / spin down) = 2.360 / 4.975 eV
charge = +2
LUMO energy (spin up / spin down) = -11.4 / -9.1 eV

Geometry as XYZ:
```
88
Properties=species:S:1:pos:R:3:forces:R:3
Hg -2.32133 -0.16575 2.45090 -2.8 -0.1 2.9
Cr 1.52256 -0.40976 -1.45621 -0.8 3.2 1.5
S -0.50457 -0.19169 0.26685 -4.5 0.9 6.6
O 0.27524 0.88498 -0.33994 3.0 0.7 -2.5
O -0.27221 -0.32977 1.74330 2.7 -0.3 -2.9
O -1.94804 0.03136 0.24034 1.5 0.0 -2.7
O -0.03720 -1.33010 -0.48707 3.3 -2.0 -2.9
C -2.02037 -5.48492 -0.95776 0.6 0.4 -0.2
C -1.32553 -4.13405 -1.27312 -1.2 -0.6 0.6
O -1.81268 -3.12238 -0.36139 0.2 -0.7 -0.3
H -3.09272 -5.53066 -1.14769 0.0 0.5 0.1
H -1.81536 -5.73088 0.08416 -0.1 0.0 0.0
H -1.59442 -6.28039 -1.56923 0.2 0.0 -0.1
H -1.51802 -3.79799 -2.29200 -0.1 -0.1 -0.3
H -0.25037 -4.26750 -1.15351 0.2 0.0 0.1
H -1.09205 -2.48961 -0.31784 -0.6 -0.7 0.1
C -1.99837 3.26496 -0.98400 -0.4 0.1 -0.5
C -0.71967 3.99108 -0.68557 -0.2 0.6 0.0
O -0.06539 3.36712 0.41164 0.0 0.5 0.3
H -1.84646 2.29217 -1.45167 0.0 0.0 -0.2
H -2.61258 3.89667 -1.62571 -0.2 -0.3 -0.1
H -2.54966 3.06178 -0.06590 -0.1 0.2 -0.1
H -0.94755 5.03221 -0.45703 0.1 -0.1 0.5
H -0.02796 4.07279 -1.52400 0.0 -0.2 -0.3
H 0.03982 2.45944 0.11731 0.3 0.2 0.2
C 2.24595 2.33511 2.92374 -0.4 0.0 0.5
C 2.12474 1.08568 3.81681 -0.3 2.6 0.6
O 2.04699 0.00075 2.98958 0.9 -2.3 -1.3
H 2.09934 3.25807 3.48476 0.2 0.0 0.0
H 1.45878 2.29976 2.17060 -0.3 0.0 0.0
H 3.18022 2.36834 2.36327 0.2 0.0 0.3
H 1.20426 1.11014 4.40009 -0.1 0.4 0.2
H 2.92732 1.03837 4.55283 0.2 -0.4 -0.3
H 1.12324 -0.14759 2.77446 -0.1 -0.2 -0.1
C -0.70763 -1.20418 -5.08468 0.2 0.1 0.7
C -0.77043 -0.68691 -3.63275 -1.2 -1.5 -1.3
O 0.44442 0.00761 -3.31984 1.4 -0.1 1.7
H 0.15913 -1.84701 -5.23832 -0.1 0.0 0.0
H -0.65108 -0.36087 -5.77296 0.0 0.0 0.0
H -1.61670 -1.75636 -5.32300 0.0 0.0 0.1
H -0.81900 -1.47674 -2.88315 -0.4 -0.1 -0.2
H -1.63701 -0.02902 -3.56693 0.1 0.1 0.6
H 0.35783 0.86398 -3.74498 0.6 0.6 0.1
C 1.44534 -3.48336 1.66354 0.5 -0.1 0.2
C 2.02144 -4.83364 2.18165 0.2 0.4 -0.2
O 1.32898 -5.95414 1.66657 -0.4 0.2 0.1
H 0.36086 -3.41212 1.74687 0.0 -0.4 0.0
H 1.73718 -3.30643 0.62835 -0.2 -0.4 -0.5
H 1.83588 -2.58679 2.14493 0.3 -0.2 0.6
H 2.02848 -4.89430 3.26994 -0.5 0.0 0.0
H 3.06375 -4.98675 1.90192 0.3 0.6 -0.1
H 1.60547 -6.04900 0.75216 -0.1 -0.2 -0.1
C -2.86720 4.33694 2.83960 -0.9 0.6 0.2
C -2.03051 3.16540 3.25186 0.0 0.4 0.9
O -1.93353 2.20403 2.21140 -0.3 -0.4 0.3
H -2.71057 5.20411 3.48116 0.3 0.0 0.0
H -3.92108 4.09883 2.98367 -0.1 -0.1 -0.3
H -2.72759 4.66381 1.80918 0.2 -0.1 0.0
H -2.51332 2.69888 4.11055 0.2 -0.2 0.0
H -1.03252 3.46786 3.56911 0.2 0.0 -0.1
H -1.47781 2.65795 1.49875 0.5 0.1 -0.5
C 2.88285 2.98446 -0.63226 -1.1 0.6 -0.3
C 2.52755 2.57432 -2.04590 0.4 1.4 1.1
O 2.84212 1.19379 -2.13661 -0.6 -2.9 -0.7
H 3.94182 2.80994 -0.44193 -0.1 0.1 0.1
H 2.23081 2.46863 0.07261 0.4 -0.1 0.1
H 2.61932 4.03705 -0.52879 0.4 0.1 0.2
H 3.15593 3.13883 -2.73479 -0.2 -0.2 -0.4
H 1.47466 2.68662 -2.30454 0.1 0.1 0.1
H 3.75217 1.08048 -2.42046 0.3 -0.2 0.0
C 4.94600 0.28241 1.46771 1.1 -0.1 1.0
C 4.25325 -0.57737 0.46141 2.9 -1.1 -0.4
O 2.92737 -0.24687 0.39544 -2.9 0.2 -2.9
H 4.73082 -0.01650 2.49360 -0.5 0.2 0.0
H 4.78183 1.35105 1.32930 -0.1 -0.1 -0.1
H 6.02130 0.11314 1.41119 0.1 0.0 -0.3
H 4.32418 -1.64130 0.68756 0.3 -0.1 0.2
H 4.78139 -0.42888 -0.48046 -0.4 0.0 -0.5
H 2.73416 -0.04616 1.31413 -1.7 0.3 1.7
C -5.82030 -1.36567 -2.21109 1.9 -0.4 1.0
C -4.43684 -1.31579 -1.48112 -0.7 -0.6 -1.1
O -3.80388 -0.07874 -1.66546 0.3 0.7 -0.3
H -5.76657 -1.46557 -3.29518 0.3 0.3 0.0
H -6.35453 -0.45546 -1.93867 -0.5 -0.5 0.1
H -6.16595 -2.33326 -1.84722 -1.1 0.3 0.1
H -3.78567 -2.10997 -1.84629 0.0 -0.3 -0.3
H -4.51765 -1.54911 -0.41945 -0.5 0.2 0.2
H -3.12487 -0.02963 -0.98861 -0.2 0.2 -0.2
```
Positions in Å, forces in eV/Å.

Results of the Mulliken charge analysis, in e, for atoms 1 through 4: atom 1 (Hg): 0.8554, atom 2 (Cr): 0.0828, atom 3 (S): 2.6465, atom 4 (O): 0.2411

***

Record 4
Molecular formula: H10NaO5
Method: DFT, ωB97M-V with the def2-TZVPD basis set

Calculated values
calculated total energy = -544.35985 hartree
energy relative to the best compared isomer or geometry (same formula, charge and spin) = 7.7 kcal per mole
E_HOMO = -15.19 eV
F_max = 0.7 eV/A
Kohn-Sham gap = 11.918 eV
charge = +1
LUMO energy = -3.3 eV

Geometry as XYZ:
```
16
Properties=species:S:1:pos:R:3:forces:R:3
Na 0.42727 0.26514 -0.43666 -0.5 -0.1 0.5
O -0.08327 2.54540 0.21705 0.2 0.1 -0.1
H 0.65591 3.16818 0.21073 -0.2 -0.1 0.1
H -0.77683 2.97636 0.73171 0.1 -0.1 -0.1
O -0.13826 -1.39904 -2.19930 0.0 0.0 -0.1
H 0.37685 -2.15436 -2.51798 -0.1 0.2 0.0
H -0.73072 -1.16706 -2.92902 0.2 -0.1 0.1
O -2.18293 0.10175 -0.07570 0.1 -0.1 -0.3
H -2.42126 -0.81873 -0.24408 -0.1 0.1 0.1
H -2.92086 0.61391 -0.43384 0.2 -0.1 0.1
O 2.18809 0.82831 1.70484 0.3 0.0 -0.4
H 2.98882 0.53432 1.24792 -0.1 0.0 0.2
H 2.52854 1.43064 2.37937 -0.2 -0.1 0.0
O 0.20793 -1.97646 0.69164 -0.1 0.1 -0.2
H -0.43400 -2.45628 0.15252 0.2 0.0 0.1
H 0.31472 -2.49208 1.50080 0.0 0.2 -0.1
```
Positions in Å, forces in eV/Å.

Results of the natural (NBO) charge analysis, in e, for atoms 1 through 4: atom 1 (Na): 0.9672, atom 2 (O): -0.9809, atom 3 (H): 0.4897, atom 4 (H): 0.4990

***

What is the calculated total energy in the second record? -740.02879 hartree

***

Repeat the second record exactly.
Molecular formula: C4H8N2OS
Method: DFT, ωB97M-V with the def2-TZVPD basis set

Calculated values
calculated total energy = -740.02879 hartree
energy relative to the best compared isomer or geometry (same formula, charge and spin) = 83.6 kcal per mole
E_HOMO = -9.09 eV
F_max = 5.9 eV/A
Kohn-Sham gap = 9.325 eV
charge = 0
LUMO energy = 0.2 eV

Geometry as XYZ:
```
16
Properties=species:S:1:pos:R:3:forces:R:3
C -2.81739 -1.37869 0.69405 -2.6 1.6 -1.3
C -0.71922 -0.26158 0.90755 -3.9 -1.3 -4.3
C 0.92207 0.17811 -0.91151 -2.9 -3.1 -0.4
C 2.34279 0.69852 -1.03370 0.8 -4.4 -3.5
H -3.70681 -1.47196 -0.25178 2.4 0.7 3.0
H -3.29819 -0.65738 1.71930 1.5 -2.4 -3.1
H -2.65972 -2.44809 0.89524 0.0 0.5 0.6
H -0.90484 0.01153 1.92650 -0.3 -0.3 0.7
H 1.01983 1.08853 0.92487 -2.2 -2.9 -0.9
H 2.91470 -0.17775 -0.50899 -0.9 1.1 -1.4
H 2.48549 0.53904 -2.23467 0.2 0.7 2.9
H 2.09706 2.96720 -0.51831 1.7 -1.0 0.3
N -1.59516 -0.83177 0.02771 1.7 1.2 4.8
N 0.43049 0.26382 0.41671 3.8 3.5 -0.4
O 0.34112 -0.53048 -1.78642 2.7 3.1 2.6
S 3.14778 2.01095 -0.26654 -1.9 3.0 0.4
```
Positions in Å, forces in eV/Å.

Results of the natural (NBO) charge analysis, in e, for atoms 1 through 4: atom 1 (C): -0.4442, atom 2 (C): 0.2339, atom 3 (C): 0.6540, atom 4 (C): -0.7152

***

Among the records above, which one has the highest F_max? C18H54CrHgO13S

***

Among the records above, which one has the lowest calculated total energy? C18H54CrHgO13S